[1]
C22H43FO15 | wB97M-V/def2-TZVPD

XYZ file:
```
81
Properties=species:S:1:pos:R:3:forces:R:3
C -0.064 2.119 -2.899 -0.972 0.626 0.157
C -1.489 2.177 -2.265 0.812 -0.641 -0.173
C -2.300 0.886 -2.455 -0.644 0.579 0.601
C -3.766 1.016 -1.908 0.482 -0.607 -0.599
C -4.811 1.317 -3.020 0.145 -1.151 0.414
O -5.544 2.557 -2.890 -0.059 -0.345 0.909
C -4.794 3.651 -2.894 -1.418 -1.452 2.489
O -4.207 4.055 -3.785 2.691 1.708 -3.712
O -4.836 4.389 -1.689 -2.233 0.427 0.061
F -3.662 4.167 -1.012 1.341 -0.347 0.402
H 0.335 1.102 -2.950 0.050 0.200 0.068
H 0.578 2.780 -2.306 0.187 -0.324 -0.242
H -0.140 2.557 -3.902 0.301 -0.352 0.059
H -2.001 3.038 -2.701 -0.090 -0.065 0.244
H -1.360 2.330 -1.184 -0.295 0.135 -0.180
H -1.837 0.072 -1.882 0.138 0.162 -0.300
H -2.341 0.591 -3.512 0.112 -0.012 0.202
H -4.004 0.022 -1.505 -0.184 0.287 -0.039
H -3.822 1.700 -1.055 -0.035 0.055 -0.274
H -4.339 1.191 -4.003 -0.164 0.614 0.067
H -5.573 0.535 -2.957 -0.122 0.437 -0.089
C -0.608 4.186 2.392 0.243 -0.138 0.147
C -1.825 3.287 2.326 -0.036 0.599 -0.061
O -1.454 1.903 2.353 -0.154 -0.139 -0.057
C -1.136 1.396 3.542 0.123 0.100 -0.252
O -1.137 1.977 4.595 -0.038 -0.060 0.009
O -0.792 0.119 3.348 -0.038 -0.117 0.096
C -0.337 -0.556 4.523 0.116 -0.192 0.187
H 0.107 3.920 1.611 -0.101 0.058 -0.087
H -0.895 5.230 2.269 -0.033 -0.030 -0.032
H -0.093 4.082 3.347 -0.099 0.029 0.037
H -2.344 3.442 1.380 0.025 -0.260 -0.025
H -2.533 3.512 3.124 0.105 -0.156 0.109
H -1.057 -0.463 5.335 0.039 0.130 -0.015
H 0.634 -0.163 4.826 -0.073 0.070 0.074
H -0.227 -1.608 4.270 -0.046 0.074 -0.189
C -2.940 -5.678 -2.857 0.047 -0.036 0.303
C -2.513 -4.318 -3.367 -0.079 -0.436 -0.353
O -2.550 -3.332 -2.324 0.088 0.181 -0.048
C -1.521 -3.357 -1.477 -0.258 -0.099 0.058
O -0.584 -4.113 -1.523 -0.233 0.106 0.077
O -1.726 -2.410 -0.558 0.083 -0.010 -0.110
C -0.746 -2.369 0.483 0.076 0.155 0.355
H -3.914 -5.614 -2.368 -0.047 0.021 -0.135
H -3.001 -6.393 -3.677 -0.010 0.045 -0.018
H -2.235 -6.061 -2.119 0.072 0.014 -0.094
H -3.211 -3.977 -4.131 -0.030 0.225 0.166
H -1.523 -4.353 -3.824 0.060 0.040 0.189
H 0.260 -2.303 0.078 -0.030 -0.127 -0.053
H -0.843 -3.247 1.122 0.095 -0.056 -0.102
H -0.940 -1.479 1.079 -0.175 0.018 -0.135
C 3.176 -4.002 -6.673 -0.260 -0.018 0.132
C 4.350 -3.585 -5.812 0.057 -0.245 -0.442
O 3.930 -2.753 -4.724 0.112 0.034 0.114
C 3.377 -3.397 -3.691 -0.114 0.133 -0.042
O 3.221 -4.586 -3.598 0.063 0.010 0.005
O 3.015 -2.487 -2.786 0.142 -0.005 0.004
C 2.329 -3.030 -1.651 -0.160 -0.039 0.154
H 2.613 -3.126 -7.002 0.118 0.025 -0.079
H 3.520 -4.552 -7.550 0.031 0.034 0.008
H 2.487 -4.638 -6.118 0.101 -0.059 0.017
H 5.043 -2.986 -6.402 -0.040 0.187 0.192
H 4.902 -4.449 -5.441 -0.133 0.009 0.144
H 2.902 -3.835 -1.192 -0.026 -0.054 -0.126
H 1.342 -3.383 -1.942 0.250 -0.115 0.024
H 2.215 -2.227 -0.926 0.171 0.165 -0.190
C 1.406 2.545 7.269 0.033 0.200 -0.254
C 2.572 1.595 7.444 -0.414 0.090 0.389
O 3.385 1.542 6.263 0.160 -0.105 -0.012
C 4.223 2.566 6.097 -0.148 -0.046 -0.105
O 4.363 3.500 6.842 0.053 -0.035 0.002
O 4.876 2.382 4.945 0.008 -0.025 0.084
C 5.756 3.451 4.597 0.213 0.146 -0.170
H 0.835 2.292 6.373 -0.075 -0.103 0.096
H 0.742 2.502 8.134 0.015 -0.048 -0.008
H 1.748 3.573 7.152 0.064 -0.029 0.114
H 2.199 0.583 7.602 0.160 -0.067 -0.221
H 3.176 1.856 8.314 0.113 0.103 -0.141
H 6.445 3.675 5.409 -0.123 0.045 0.055
H 5.181 4.338 4.331 0.031 0.033 0.134
H 6.328 3.130 3.730 -0.137 -0.171 0.015
```
Forces are in eV/Å.

The calculation puts the frontier orbital gap at 10.86 eV. Its LUMO energy is 0.1 eV. The SMILES is CCCCCOC(=O)OF.CCOC(=O)OC.CCOC(=O)OC.CCOC(=O)OC.CCOC(=O)OC. As for the net charge: 0.

Mulliken population analysis, charges in e, atoms 1 to 4: C -1.29; C 0.36; C -0.15; C -0.54


[2]
C22H43INO17 | wB97M-V/def2-TZVPD

XYZ file:
```
84
Properties=species:S:1:pos:R:3:forces:R:3
N 7.581 -4.716 -5.739 0.210 0.034 -1.368
C 6.498 -3.907 -6.345 0.215 -1.684 -0.148
I 6.312 -2.043 -5.181 0.080 -0.198 -0.311
C 5.064 -4.637 -6.279 -4.683 -2.690 0.603
O 4.025 -3.882 -6.469 3.573 -1.323 0.085
O 4.869 -5.969 -6.005 2.695 5.293 -1.065
H 8.431 -4.670 -6.330 -0.793 0.176 0.605
H 7.344 -5.717 -5.688 -0.614 0.724 -0.005
H 6.759 -3.574 -7.408 -0.653 -0.350 1.572
C 2.082 -4.643 -3.453 -0.260 -0.003 0.347
C 2.219 -3.276 -4.094 0.821 -0.605 -0.235
O 0.954 -2.589 -4.138 -0.672 0.711 0.740
C 0.518 -2.090 -2.978 0.541 -0.704 -0.589
O 1.084 -2.157 -1.910 -0.382 0.304 -0.196
O -0.684 -1.518 -3.189 0.072 0.090 0.098
C -1.312 -1.043 -2.003 -0.169 0.133 0.170
H 1.315 -5.231 -3.965 0.169 0.006 -0.137
H 3.030 -5.184 -3.494 -0.058 0.081 -0.193
H 1.777 -4.567 -2.406 0.101 0.060 -0.024
H 2.552 -3.398 -5.129 -0.233 0.168 0.180
H 2.970 -2.663 -3.586 -0.255 0.009 0.059
H -0.659 -0.359 -1.455 -0.007 -0.201 0.029
H -1.602 -1.886 -1.371 0.151 0.117 0.079
H -2.213 -0.501 -2.292 0.144 -0.124 -0.226
C 0.481 -4.679 0.806 -0.089 -0.186 -0.215
C 1.181 -5.090 2.087 0.152 0.599 -0.401
O 0.676 -6.335 2.587 0.099 -0.551 0.146
C 1.070 -7.433 1.924 -0.027 0.310 -0.280
O 1.805 -7.461 0.967 -0.258 -0.090 0.533
O 0.482 -8.501 2.492 0.119 0.255 0.035
C 0.734 -9.727 1.809 0.037 -0.394 -0.135
H -0.602 -4.651 0.953 0.067 0.114 0.111
H 0.821 -3.695 0.477 -0.016 -0.059 0.015
H 0.673 -5.391 -0.001 0.132 0.106 0.096
H 0.986 -4.342 2.859 -0.084 -0.341 0.115
H 2.267 -5.142 1.957 -0.156 -0.192 -0.075
H 1.805 -9.903 1.692 -0.127 0.136 -0.115
H 0.237 -9.721 0.837 0.206 0.024 0.013
H 0.315 -10.536 2.409 -0.052 0.288 0.109
C -3.251 4.720 1.315 0.064 -0.005 -0.362
C -2.331 4.122 2.362 -0.354 0.507 0.115
O -1.587 3.017 1.836 0.409 -0.110 -0.042
C -0.578 3.334 1.011 -0.127 -0.050 -0.291
O -0.246 4.450 0.687 -0.079 -0.428 0.266
O -0.012 2.195 0.582 -0.283 0.366 0.372
C 1.012 2.388 -0.395 0.443 -0.096 -0.400
H -3.905 3.951 0.895 -0.055 0.049 0.183
H -3.867 5.511 1.749 0.009 -0.097 0.028
H -2.687 5.146 0.483 0.034 0.025 0.185
H -2.931 3.730 3.188 0.219 -0.247 -0.138
H -1.655 4.872 2.784 0.059 -0.109 -0.212
H 1.779 3.076 -0.035 -0.183 0.028 -0.063
H 0.572 2.753 -1.326 0.085 0.114 0.135
H 1.479 1.421 -0.589 -0.248 0.001 0.206
C -9.779 2.824 -0.770 -0.143 0.330 0.078
C -8.640 2.176 -0.006 -0.463 -0.388 -0.284
O -7.743 3.157 0.530 0.141 0.217 0.443
C -8.188 3.830 1.601 -0.161 0.012 -0.216
O -9.256 3.678 2.146 0.501 0.027 -0.140
O -7.252 4.728 1.952 -0.151 -0.335 -0.121
C -7.648 5.589 3.016 -0.021 0.295 0.337
H -9.391 3.490 -1.545 0.037 -0.174 -0.033
H -10.411 2.066 -1.236 0.102 0.009 0.011
H -10.405 3.433 -0.114 0.055 -0.171 0.023
H -8.053 1.558 -0.690 0.197 0.243 0.188
H -9.006 1.519 0.788 0.026 0.247 0.030
H -7.968 5.019 3.890 -0.097 0.033 -0.183
H -8.444 6.257 2.679 -0.032 -0.152 0.114
H -6.784 6.194 3.297 0.036 -0.191 -0.245
C 5.939 6.276 2.208 -0.233 -0.076 -0.259
C 5.909 5.715 3.616 0.539 0.117 -0.296
O 4.567 5.468 4.053 -0.258 -0.299 0.141
C 3.972 4.389 3.522 -0.028 0.054 -0.246
O 4.464 3.623 2.728 -0.177 0.290 0.429
O 2.719 4.322 4.001 0.440 0.111 0.020
C 1.937 3.275 3.427 -0.335 -0.374 -0.144
H 5.316 7.171 2.138 0.136 0.021 0.103
H 6.961 6.531 1.916 -0.050 0.005 0.079
H 5.547 5.559 1.483 0.127 -0.022 0.132
H 6.331 6.450 4.306 -0.325 -0.111 0.099
H 6.513 4.807 3.704 -0.232 -0.004 -0.092
H 2.433 2.308 3.529 0.038 0.161 -0.128
H 1.736 3.496 2.376 0.151 -0.098 0.077
H 0.987 3.233 3.960 0.188 0.231 0.080
```
Forces are in eV/Å.

The calculation puts the frontier orbital gap at 6.28 eV. Its LUMO energy is 1.6 eV. As for the net charge: -1.

Mulliken population analysis, charges in e, atoms 1 to 4: N -0.57; C -0.16; I -0.08; C 0.47


[3]
C22H43MnN2OP3 | wB97M-V/def2-TZVPD

XYZ file:
```
72
Properties=species:S:1:pos:R:3:forces:R:3
Mn 0.234 0.194 0.109 0.087 -0.958 4.305
P -1.707 1.483 -0.238 0.028 0.327 -0.532
P -1.107 -0.580 2.399 -0.137 0.762 0.443
P 2.159 0.419 -1.171 0.558 0.645 -0.151
H -1.610 -2.804 0.559 0.369 -0.532 -0.414
C -0.808 -2.899 -0.185 0.227 0.337 0.007
C 0.492 -2.880 0.145 -0.021 0.041 -0.140
H 0.812 -3.018 1.190 0.010 0.489 -0.638
C -3.285 0.759 -0.734 -0.272 -0.391 -0.245
C -2.182 2.649 1.050 0.076 0.295 0.074
C -1.246 2.498 -1.673 -0.205 0.172 -0.134
C -0.431 -1.984 3.361 0.121 -0.277 -0.230
C -1.018 0.746 3.687 0.058 0.143 -0.282
C -2.919 -0.940 2.420 0.297 -0.145 -0.260
C 3.514 -0.707 -0.731 -0.084 -0.183 0.176
C 2.873 2.054 -0.812 0.022 -0.071 0.004
C 2.273 0.423 -2.977 -0.231 -0.092 -0.302
H -1.080 -3.033 -1.238 -0.170 0.284 0.409
H 1.251 -2.832 -0.651 -0.247 -0.531 0.549
H -3.850 1.510 -1.307 0.010 -0.210 0.282
H -3.871 0.403 0.120 0.120 0.270 -0.196
H -3.097 -0.107 -1.374 -0.064 0.217 0.368
H -2.676 3.495 0.554 -0.047 -0.139 0.330
H -1.300 2.997 1.596 -0.293 0.076 -0.112
H -2.859 2.161 1.759 0.057 0.216 -0.136
H -2.024 3.260 -1.820 0.392 -0.034 -0.169
H -1.173 1.838 -2.547 -0.070 0.344 0.220
H -0.259 2.957 -1.518 -0.359 0.081 -0.056
H -0.999 -2.098 4.295 0.092 0.087 -0.276
H 0.620 -1.801 3.616 -0.300 -0.038 -0.062
H -0.500 -2.917 2.790 -0.056 0.106 0.258
H -1.940 0.734 4.284 0.288 -0.056 -0.059
H -0.898 1.736 3.234 -0.079 -0.319 0.199
H -0.152 0.573 4.337 -0.230 -0.023 -0.110
H -3.170 -1.340 3.411 -0.021 0.121 -0.223
H -3.181 -1.684 1.659 -0.071 0.125 0.177
H -3.501 -0.029 2.241 0.142 -0.205 0.100
H 4.342 -0.470 -1.419 -0.160 -0.268 0.378
H 3.182 -1.746 -0.862 0.358 0.208 -0.036
H 3.828 -0.561 0.310 -0.006 -0.043 -0.359
H 3.741 2.146 -1.480 -0.159 0.346 0.314
H 3.173 2.127 0.239 0.073 -0.015 -0.307
H 2.129 2.833 -1.023 0.336 -0.048 -0.113
H 3.334 0.266 -3.216 -0.360 0.128 -0.208
H 1.945 1.402 -3.346 0.068 -0.237 -0.063
H 1.658 -0.355 -3.447 0.309 0.253 0.106
C -1.184 -1.188 -3.291 0.443 0.434 1.000
C -2.513 -0.982 -3.689 1.423 0.661 1.844
C -3.010 -1.572 -4.850 -0.021 -0.870 -1.659
C -2.144 -2.317 -5.644 -0.109 -0.551 -0.604
C -0.832 -2.556 -5.233 -1.283 -0.786 -1.806
C -0.353 -2.061 -4.012 -0.180 1.053 1.637
O -0.686 -0.436 -2.227 0.249 -1.579 0.677
H -0.156 -0.919 -1.427 -1.295 0.274 -3.035
H -3.188 -0.376 -3.093 0.296 -0.025 -0.163
H -4.056 -1.396 -5.108 0.302 -0.189 -0.154
H -2.514 -2.747 -6.578 0.242 0.153 0.289
H -0.170 -3.152 -5.860 -0.168 0.097 0.096
H 0.630 -2.354 -3.638 -0.269 0.181 -0.144
N 1.052 2.795 2.064 0.313 0.141 -0.371
C 1.848 1.764 2.552 -0.494 -0.258 -0.355
C 2.659 1.987 3.676 0.225 -0.182 0.190
C 3.400 0.930 4.204 -0.768 0.693 -0.551
C 3.292 -0.306 3.566 -0.087 -1.081 -0.502
C 2.459 -0.482 2.468 0.055 1.472 0.628
N 1.714 0.557 1.964 0.366 -0.689 -0.405
H 0.826 2.796 1.056 0.470 0.031 0.996
H 1.312 3.709 2.436 -0.238 -0.250 -0.400
H 2.665 3.001 4.089 0.188 -0.492 0.016
H 4.020 1.057 5.085 -0.030 0.027 -0.162
H 3.851 -1.175 3.908 -0.078 0.279 0.047
H 2.364 -1.452 1.989 -0.008 0.197 0.004
```
Forces are in eV/Å.

Its multiplicity is 5. The calculation puts the frontier orbital gap (spin up / spin down) at 6.95 / 3.31 eV. Its LUMO energy (spin up / spin down) is -9.7 / -13.3 eV. As for the net charge: +3. The energy relative to the best compared isomer or geometry (same formula, charge and spin) comes out at 1.9 kJ/mol.

Mulliken population analysis, charges in e, atoms 1 to 4: Mn 1.22; P 0.97; P 0.89; P 0.96